[1]
Formula: C4H4S3
Source: OMol25
Level of theory: wB97M-V/def2-TZVPD

Last column: Mulliken charge in e.
Cartesian coordinates (Å):
S (0.358, 1.056, 2.957)  -0.2410
C (0.278, 0.372, 1.501)  0.0850
S (1.670, -0.243, 0.466)  -0.0648
C (0.671, -0.454, -1.141)  -0.5737
C (-0.488, 0.386, -0.727)  -0.1741
S (-2.264, 0.411, -0.415)  -0.0978
C (-0.858, -0.104, 0.604)  -0.1245
H (0.432, -1.508, -1.191)  0.2953
H (1.277, -0.187, -2.013)  0.3651
H (-0.181, 1.449, -0.649)  0.2665
H (-0.896, -1.179, 0.608)  0.2642

- relative energy (zero: lowest compared OMol25 entry of this formula, charge and spin) (kcal/mol) = 49.3
- E (eV) = -36715.65599
- lowest unoccupied orbital energy (eV) = -0.4
- 2S+1 = 1
- Kohn-Sham gap (eV) = 8.51
- HOMO (eV) = -8.94

[2]
Formula: C30H81Br2N7O7
Source: OMol25
Level of theory: wB97M-V/def2-TZVPD

Last column: Mulliken charge in e.
Cartesian coordinates (Å):
C (-5.417, -3.441, 2.321)  -0.7444
O (-4.745, -2.545, 1.459)  -0.2498
C (-4.891, -2.940, 0.124)  -0.8896
C (-3.988, -1.939, -0.706)  0.2337
C (-3.976, -2.175, -2.203)  -1.4881
N (-2.647, -1.825, -0.226)  0.1448
H (-6.510, -3.434, 2.129)  0.2783
H (-5.227, -3.171, 3.373)  0.2425
H (-5.011, -4.476, 2.203)  0.3034
H (-4.584, -3.993, 0.088)  0.3758
H (-5.914, -2.951, -0.214)  0.4249
H (-4.498, -0.982, -0.474)  0.3191
H (-3.342, -1.380, -2.616)  0.2476
H (-4.965, -2.021, -2.588)  0.5167
H (-3.710, -3.200, -2.476)  0.2991
H (-2.134, -2.675, -0.524)  -0.3143
H (-2.724, -1.655, 0.747)  0.3313
C (-3.439, 6.989, 3.788)  -0.6200
O (-2.387, 6.093, 4.036)  -0.3100
C (-2.808, 4.793, 3.825)  -0.6060
C (-1.612, 3.810, 4.045)  0.0554
C (-0.452, 4.175, 3.108)  -0.6247
N (-2.048, 2.427, 3.739)  -0.5826
H (-3.806, 6.893, 2.730)  0.1809
H (-3.122, 8.011, 4.029)  0.2670
H (-4.377, 6.782, 4.340)  0.3066
H (-3.546, 4.414, 4.567)  0.3349
H (-3.219, 4.688, 2.809)  0.2669
H (-1.251, 3.894, 5.075)  0.4840
H (0.123, 5.025, 3.414)  0.5366
H (-0.851, 4.311, 2.093)  -0.2775
H (0.238, 3.346, 3.105)  0.2186
H (-2.694, 2.148, 4.502)  0.3195
H (-2.685, 2.481, 2.967)  0.1714
C (3.657, 1.885, -1.881)  -0.8968
O (2.492, 2.507, -2.310)  -0.0668
C (2.695, 2.851, -3.678)  -0.8710
C (1.369, 3.212, -4.355)  1.2820
C (0.369, 2.079, -4.454)  -0.1967
N (1.692, 3.819, -5.640)  -0.7602
H (3.670, 1.782, -0.767)  0.1030
H (4.457, 2.595, -2.105)  0.3937
H (3.871, 0.874, -2.357)  0.4120
H (3.431, 3.675, -3.803)  0.3043
H (3.104, 1.946, -4.191)  0.4269
H (0.833, 3.930, -3.748)  -0.5151
H (0.369, 1.488, -3.516)  -0.7345
H (0.812, 1.333, -5.149)  0.2891
H (-0.646, 2.315, -4.806)  0.3162
H (0.909, 4.247, -6.029)  0.2898
H (2.044, 3.094, -6.315)  0.2775
C (-0.969, -5.274, -1.735)  -0.8682
O (-0.373, -4.543, -0.668)  0.1592
C (0.420, -5.276, 0.228)  -1.0715
C (1.047, -4.261, 1.261)  0.5078
C (1.851, -3.138, 0.606)  0.8429
N (1.811, -5.042, 2.192)  -0.6444
H (-1.827, -5.861, -1.364)  0.2766
H (-0.245, -5.993, -2.211)  0.3539
H (-1.270, -4.555, -2.480)  0.1410
H (-0.175, -6.047, 0.747)  0.2930
H (1.260, -5.713, -0.336)  0.4777
H (0.257, -3.887, 1.930)  0.1431
H (2.108, -2.355, 1.266)  -1.3090
H (1.236, -2.614, -0.157)  -0.2231
H (2.716, -3.480, 0.020)  0.4378
H (2.037, -4.561, 3.061)  0.0344
H (2.626, -5.479, 1.814)  0.2950
C (4.215, -1.707, 2.444)  -0.5834
O (3.334, -2.349, 3.309)  0.1859
C (3.949, -2.518, 4.589)  -1.0460
C (2.795, -2.797, 5.521)  0.8481
C (1.837, -1.635, 5.615)  -1.2322
N (3.405, -3.102, 6.794)  -0.6651
H (5.040, -2.377, 2.062)  0.2233
H (4.589, -0.682, 2.781)  0.3088
H (3.635, -1.444, 1.563)  0.0434
H (4.621, -3.368, 4.681)  0.2653
H (4.423, -1.645, 4.955)  0.5351
H (2.278, -3.706, 5.218)  0.0665
H (2.257, -0.755, 6.157)  0.2748
H (1.040, -1.937, 6.306)  0.4003
H (1.364, -1.341, 4.658)  0.0956
H (4.187, -2.506, 7.018)  0.2259
H (2.728, -3.150, 7.539)  0.2388
C (2.289, -3.544, -6.630)  -0.7986
O (1.588, -3.394, -5.428)  -0.2728
C (2.220, -2.403, -4.689)  -1.0508
C (1.597, -2.149, -3.345)  0.8293
C (0.113, -1.653, -3.514)  -0.4379
N (2.441, -1.150, -2.663)  -0.4957
H (2.206, -2.638, -7.189)  0.3463
H (1.939, -4.465, -7.156)  0.2216
H (3.360, -3.670, -6.471)  0.3336
H (3.332, -2.701, -4.561)  0.3916
H (2.232, -1.414, -5.173)  0.2876
H (1.642, -3.030, -2.730)  0.1357
H (0.140, -0.624, -3.864)  -0.1950
H (-0.392, -1.569, -2.521)  -0.0868
H (-0.576, -2.301, -4.157)  0.4402
H (2.195, -1.126, -1.668)  0.1350
H (2.260, -0.201, -2.970)  0.1251
C (1.145, 0.414, 1.945)  -0.5293
O (1.221, 0.952, 0.615)  -0.2170
C (-0.009, 0.915, -0.129)  0.3357
C (-0.887, 2.107, 0.132)  2.1909
C (-2.095, 2.083, -0.709)  -1.1741
N (-0.156, 3.400, -0.142)  -0.3073
H (1.138, -0.638, 1.868)  0.0515
H (0.338, 0.906, 2.480)  0.2755
H (2.071, 0.647, 2.493)  0.2657
H (0.128, 0.836, -1.176)  -0.8483
H (-0.534, -0.035, 0.167)  0.2285
H (-1.069, 2.102, 1.193)  -0.9713
H (-2.792, 1.266, -0.444)  0.1114
H (-1.803, 1.922, -1.735)  0.1742
H (-2.660, 3.060, -0.604)  0.1143
H (0.521, 3.079, -0.850)  -0.2120
H (0.495, 3.454, 0.649)  0.4543
Br (-1.999, 6.445, -3.927)  -0.1608
C (-1.542, 5.495, -2.297)  -0.2914
C (-1.903, 6.304, -1.104)  -0.2761
Br (-3.747, 5.981, -0.611)  -0.2089
H (-0.457, 5.456, -2.308)  0.1698
H (-2.043, 4.519, -2.279)  0.1387
H (-1.703, 7.395, -1.138)  0.5202
H (-1.355, 5.958, -0.232)  0.0210

- E (eV) = -197266.89281
- lowest unoccupied orbital energy (eV) = 0.6
- 2S+1 = 1
- Kohn-Sham gap (eV) = 9.51
- HOMO (eV) = -8.89

[3]
Formula: HN4O4S
Source: OMol25
Level of theory: wB97M-V/def2-TZVPD

Last column: Mulliken charge in e.
Cartesian coordinates (Å):
N (1.164, 1.809, 1.022)  -0.3539
N (-0.481, -0.771, 0.038)  -0.2034
N (0.948, 1.972, 2.110)  0.8719
N (-0.040, -1.726, -0.688)  1.0321
O (-1.208, 0.460, 2.135)  -0.6437
O (0.026, -1.510, -1.906)  -0.7389
O (0.872, 2.264, 3.238)  -0.5416
O (0.130, -2.799, -0.103)  -0.6969
S (-0.664, -0.856, 1.724)  -0.0368
H (-0.206, 0.147, -0.477)  0.3114

- relative energy (zero: lowest compared OMol25 entry of this formula, charge and spin) (kcal/mol) = 0.0
- E (eV) = -24997.03805
- lowest unoccupied orbital energy (alpha / beta) (eV) = 3.8 / 3.8
- 2S+1 = 1
- total charge = -1
- Kohn-Sham gap (alpha / beta) (eV) = 6.20 / 6.20
- HOMO (alpha / beta) (eV) = -2.37 / -2.37

- Look up the 2S+1 of the third one.
  1

- E of number 3 (HN4O4S)?
  -24997.03805 eV

- Look up the E of the third one.
  -24997.03805 eV